78
Properties=species:S:1:pos:R:3 method="wB97M-V/def2-TZVPD" multiplicity=2 s_squared=0.753 charge=-1
C 29.956 13.591 3.982
C 28.652 14.033 3.218
C 27.529 13.248 3.856
O 27.973 13.000 5.198
C 29.376 12.707 5.092
H 30.423 14.475 4.415
H 30.689 13.133 3.317
H 28.771 13.799 2.160
H 28.586 15.120 3.250
H 27.215 12.370 3.292
H 26.600 13.818 3.871
H 29.400 11.639 4.877
H 29.978 12.669 6.000
C 25.209 9.326 9.633
C 24.248 10.357 8.975
C 22.897 9.937 9.666
O 23.128 8.779 10.468
C 24.359 8.148 10.107
H 25.729 9.653 10.534
H 25.907 9.043 8.845
H 24.198 10.251 7.892
H 24.654 11.345 9.190
H 22.078 9.716 8.981
H 22.761 10.792 10.328
H 24.105 7.533 9.244
H 24.812 7.569 10.912
Br 27.614 14.825 14.514
C 26.699 14.704 12.747
C 25.483 13.836 12.784
Br 24.671 13.365 11.018
H 27.419 14.331 12.018
H 26.381 15.696 12.428
H 24.713 14.403 13.308
H 25.731 12.927 13.332
Br 22.932 11.501 0.191
C 23.279 12.104 2.038
C 24.505 11.435 2.543
Br 24.786 12.078 4.415
H 22.430 11.836 2.666
H 23.300 13.193 2.097
H 25.354 11.740 1.931
H 24.461 10.350 2.637
Br 24.962 18.912 8.745
C 26.732 19.730 8.395
C 27.717 18.647 8.150
Br 29.353 19.541 7.449
H 27.112 20.465 9.104
H 26.610 20.416 7.556
H 27.375 17.986 7.354
H 28.024 18.067 9.020
Br 26.488 15.778 9.167
C 25.002 15.139 7.900
C 25.470 15.087 6.472
Br 25.637 16.890 5.686
H 24.147 15.813 7.851
H 24.682 14.130 8.162
H 24.772 14.695 5.732
H 26.479 14.694 6.353
N 24.390 20.094 5.680
C 23.371 20.738 6.335
C 23.427 22.161 6.040
C 24.606 22.316 5.271
C 25.161 21.035 5.156
H 24.544 19.099 5.598
H 22.648 20.128 6.857
H 22.620 22.770 6.420
H 25.098 23.216 4.932
H 26.143 20.891 4.730
N 28.288 13.122 8.096
C 29.427 13.217 8.865
C 29.106 12.594 10.084
C 27.819 12.036 9.987
C 27.338 12.493 8.813
H 28.113 13.485 7.170
H 30.219 13.908 8.615
H 29.831 12.674 10.880
H 27.384 11.481 10.805
H 26.374 12.348 8.347


76
Properties=species:S:1:pos:R:3 method="wB97M-V/def2-TZVPD" smiles="CC(=O)N(C)C1=C(S)C(=O)C(Br)=C(CCC(=O)O)C1=O.CCN(CC)CC.CCN(CC)CC"
C -1.262 -0.199 -1.787
C -1.685 -1.596 -1.439
O -2.535 -1.869 -0.639
N -0.969 -2.643 -2.138
C -1.533 -2.850 -3.480
C -0.673 -3.740 -1.318
C 0.222 -3.655 -0.321
S 1.110 -2.173 0.070
C 0.464 -4.832 0.569
O 1.504 -4.991 1.148
C -0.668 -5.813 0.685
Br -0.649 -6.897 2.207
C -1.561 -5.929 -0.294
C -2.687 -6.917 -0.363
C -2.317 -8.172 -1.205
C -2.757 -9.429 -0.479
O -3.840 -9.925 -0.602
O -1.871 -9.940 0.418
C -1.378 -5.059 -1.499
O -1.785 -5.439 -2.570
H -0.569 0.122 -1.008
H -0.715 -0.177 -2.730
H -2.123 0.465 -1.849
H -1.648 -1.863 -3.935
H -0.845 -3.434 -4.086
H -2.516 -3.323 -3.460
H 2.214 -2.465 -0.632
H -2.969 -7.208 0.649
H -3.526 -6.423 -0.851
H -1.240 -8.194 -1.398
H -2.820 -8.148 -2.168
H -0.981 -9.614 0.241
C 3.041 2.336 -0.769
C 2.910 3.434 -1.815
N 1.917 3.133 -2.834
C 1.975 4.016 -3.985
C 1.658 5.501 -3.772
C 0.590 2.824 -2.331
C -0.112 3.863 -1.450
H 3.229 1.372 -1.245
H 3.876 2.559 -0.103
H 2.147 2.246 -0.150
H 3.868 3.547 -2.329
H 2.722 4.390 -1.301
H 1.305 3.612 -4.749
H 2.985 3.935 -4.399
H 0.594 5.675 -3.614
H 1.953 6.068 -4.657
H 2.201 5.914 -2.921
H 0.664 1.900 -1.753
H -0.044 2.578 -3.187
H 0.566 4.266 -0.697
H -0.938 3.383 -0.920
H -0.528 4.695 -2.015
C -0.296 4.862 5.665
C -0.693 4.002 4.475
N 0.348 3.912 3.466
C -0.110 3.351 2.209
C -0.581 1.891 2.190
C 1.644 3.446 3.935
C 1.709 2.074 4.617
H 0.032 5.848 5.335
H -1.152 4.988 6.330
H 0.506 4.410 6.250
H -1.565 4.450 3.992
H -1.019 3.016 4.845
H 0.692 3.471 1.476
H -0.934 3.981 1.856
H 0.250 1.189 2.264
H -1.097 1.685 1.248
H -1.282 1.677 2.997
H 2.037 4.192 4.629
H 2.324 3.461 3.079
H 0.912 1.950 5.352
H 2.659 1.973 5.147
H 1.644 1.251 3.907


ORCA calculation (ωB97M-V with the def2-TZVPD basis set) on a structure of composition C24H42Cl2N6O8Pb.

The geometry in XYZ format:
```
83
C24H42Cl2N6O8Pb ωB97M-V with the def2-TZVPD basis set
Pb 14.431 25.429 12.783
Cl 16.728 22.394 14.028
O 15.708 21.746 14.824
O 17.993 22.331 14.692
O 16.804 21.771 12.731
O 16.368 23.803 13.870
Cl 13.446 29.338 12.591
O 14.255 28.135 12.395
O 14.312 30.436 12.918
O 12.747 29.593 11.351
O 12.495 29.107 13.646
C 10.274 22.024 15.865
C 11.319 20.959 15.580
C 12.755 21.466 15.596
C 12.935 22.652 14.778
N 13.077 23.588 14.135
H 9.303 21.575 16.070
H 10.092 22.719 15.040
H 10.605 22.663 16.689
H 11.140 20.472 14.615
H 11.216 20.142 16.296
H 13.482 20.705 15.332
H 12.992 21.783 16.619
C 11.791 29.115 8.579
C 13.145 28.817 7.938
C 13.405 27.320 7.819
C 13.599 26.680 9.112
N 13.774 26.225 10.145
H 11.583 28.383 9.365
H 10.983 29.040 7.849
H 11.741 30.092 9.055
H 13.957 29.365 8.411
H 13.080 29.197 6.913
H 14.288 27.134 7.197
H 12.614 26.832 7.244
C 15.176 19.890 7.898
C 14.401 20.699 8.924
C 15.309 21.256 10.038
C 14.774 22.413 10.725
N 14.358 23.333 11.269
H 15.970 20.475 7.432
H 14.483 19.543 7.134
H 15.677 19.044 8.373
H 13.613 20.095 9.377
H 13.895 21.537 8.437
H 16.313 21.459 9.661
H 15.486 20.492 10.801
C 8.906 26.870 10.119
C 8.865 27.531 11.496
C 10.239 27.935 12.052
C 11.101 26.780 12.268
N 11.771 25.875 12.481
H 9.574 26.012 10.066
H 9.081 27.614 9.343
H 7.897 26.488 9.928
H 8.448 26.857 12.251
H 8.207 28.399 11.455
H 10.145 28.440 13.015
H 10.790 28.640 11.423
C 16.274 29.037 9.877
C 17.726 28.951 10.355
C 18.272 27.520 10.334
C 17.382 26.533 10.911
N 16.682 25.743 11.353
H 15.560 28.598 10.573
H 16.175 28.495 8.928
H 16.000 30.080 9.726
H 17.786 29.332 11.378
H 18.337 29.607 9.737
H 19.247 27.452 10.821
H 18.484 27.247 9.294
C 17.234 25.949 17.649
C 16.528 24.621 17.306
C 15.001 24.727 17.280
C 14.524 25.606 16.214
N 14.151 26.278 15.363
H 16.500 26.716 17.901
H 17.868 26.334 16.854
H 17.872 25.802 18.520
H 16.761 23.888 18.079
H 16.877 24.213 16.358
H 14.585 25.130 18.208
H 14.570 23.733 17.143
```


80
Properties=species:S:1:pos:R:3 method="wB97M-V/def2-TZVPD" charge=-1
C -1.533 -0.565 -3.140
C -1.120 -1.928 -2.681
H -1.259 -0.415 -4.187
H -1.085 0.238 -2.524
H -2.629 -0.488 -3.043
C -0.632 -2.956 -3.398
C -0.488 -2.963 -4.864
H -0.355 -3.872 -2.870
H -0.730 -2.004 -5.339
H -1.143 -3.732 -5.292
H 0.536 -3.240 -5.140
Ba -0.514 0.097 0.629
Cl -0.340 2.434 -0.911
C -0.336 -2.512 2.465
O 0.702 -1.941 2.077
N -0.123 -3.483 3.349
C 1.258 -3.649 3.812
C -1.120 -4.464 3.629
H -1.432 -2.330 2.137
H 1.873 -2.776 3.528
H 1.683 -4.561 3.370
H 1.221 -3.749 4.899
H -2.045 -4.162 3.119
H -1.255 -4.483 4.710
H -0.781 -5.433 3.251
H 0.772 2.935 5.509
H -1.346 4.300 4.790
C 1.126 3.029 4.481
C -0.933 4.354 3.788
N -0.078 3.238 3.637
H 1.680 2.133 4.165
C -0.266 2.395 2.630
O 0.736 1.620 2.448
H -1.718 4.277 3.028
H -1.191 2.452 1.967
H 1.749 3.918 4.369
H -0.336 5.253 3.646
H 1.422 -0.310 -2.984
H 2.347 -2.660 -2.715
C 2.238 0.085 -2.355
C 3.191 -2.204 -2.176
N 2.749 -0.996 -1.514
H 1.860 0.912 -1.735
C 2.701 -0.942 -0.166
O 2.373 0.081 0.469
H 3.567 -2.900 -1.412
H 2.969 -1.901 0.349
H 3.052 0.434 -3.012
H 3.995 -1.955 -2.883
O 0.086 -1.692 -1.047
C -1.214 -2.132 -1.199
C 0.098 -4.061 -0.211
C -1.139 -3.487 -0.563
H 1.017 -3.475 -0.300
C 0.099 -5.375 0.238
H -2.101 -1.550 -0.795
C -2.344 -4.160 -0.433
H 1.048 -5.842 0.491
C -1.107 -6.078 0.348
C -2.318 -5.465 0.019
H -3.255 -3.630 -0.715
H -1.101 -7.113 0.698
H -3.259 -5.996 0.109
Si -0.431 6.666 -2.648
Cl -0.716 5.965 -4.572
C 1.400 6.514 -2.262
C -1.471 5.614 -1.508
C -0.983 8.466 -2.617
H 1.717 5.465 -2.330
H 1.607 6.875 -1.244
H 1.998 7.107 -2.968
H -0.395 9.069 -3.324
H -0.853 8.891 -1.611
H -2.043 8.551 -2.892
H -1.161 4.555 -1.560
H -2.535 5.684 -1.777
H -1.355 5.947 -0.466
O 0.023 -0.016 5.590
C -0.039 -0.058 4.406
N -0.285 0.151 3.233


86
Properties=species:S:1:pos:R:3 method="wB97M-V/def2-TZVPD" charge=+1
C -0.798 7.338 -0.935
C -1.298 6.373 -0.413
C -1.782 5.195 0.416
C -2.990 4.531 -0.342
C -2.660 3.163 -1.020
C -1.994 2.153 -0.099
C -2.219 1.897 1.262
N -1.378 0.869 1.641
C -1.315 0.338 3.019
C -2.071 1.191 4.060
O -1.305 2.367 4.373
C -1.757 2.954 5.555
C -2.138 4.457 5.435
O -1.828 2.379 6.597
C -0.658 0.453 0.583
P 0.585 -0.924 0.483
O 1.594 -0.745 -0.775
O -0.323 -2.271 0.155
S 1.519 -1.258 2.109
N -1.008 1.241 -0.454
N -0.481 1.195 -1.743
C 0.483 2.295 -1.990
C 1.586 2.448 -0.905
H -0.177 8.193 -1.183
H -2.190 5.623 1.356
H -0.938 4.511 0.617
H -3.895 4.376 0.289
H -3.286 5.217 -1.163
H -3.639 2.715 -1.320
H -2.121 3.312 -1.980
H -2.936 2.447 1.879
H -1.700 -0.699 3.021
H -0.261 0.294 3.364
H -3.115 1.440 3.780
H -2.142 0.557 4.972
H -2.722 4.584 4.505
H -1.206 5.054 5.330
H -2.684 4.720 6.353
H 1.116 -0.558 -1.606
H -0.373 -2.291 -0.821
H -1.248 1.247 -2.424
H 0.981 2.130 -2.971
H -0.003 3.296 -2.086
H 2.266 1.584 -0.817
H 1.133 2.758 0.061
H 2.220 3.308 -1.217
Cl 2.638 -3.749 -0.043
C 2.335 -5.405 0.546
C 1.849 -6.316 -0.550
Cl 0.204 -5.876 -1.101
H 1.618 -5.346 1.364
H 3.276 -5.775 0.944
H 1.801 -7.351 -0.182
H 2.511 -6.295 -1.415
Cl 5.553 -7.026 1.297
C 5.099 -8.652 1.867
C 4.523 -9.505 0.764
Cl 2.914 -8.940 0.213
H 4.399 -8.537 2.693
H 6.008 -9.114 2.251
H 4.388 -10.525 1.123
H 5.182 -9.532 -0.102
Cl 11.036 -5.519 0.584
C 9.871 -5.445 -0.761
C 8.599 -6.200 -0.456
Cl 8.864 -7.961 -0.385
H 10.361 -5.831 -1.653
H 9.643 -4.392 -0.925
H 7.867 -6.022 -1.244
H 8.165 -5.886 0.491
Cl -5.948 4.139 0.467
C -7.539 4.895 0.168
C -7.680 5.364 -1.259
Cl -6.611 6.742 -1.620
H -7.659 5.715 0.874
H -8.295 4.142 0.388
H -8.702 5.699 -1.436
H -7.456 4.568 -1.966
Cl -2.004 0.245 -4.157
C -2.848 0.922 -5.577
C -2.135 2.131 -6.130
Cl -2.224 3.525 -5.021
H -3.869 1.158 -5.281
H -2.885 0.135 -6.329
H -2.603 2.438 -7.065
H -1.085 1.922 -6.326


79
Properties=species:S:1:pos:R:3 method="wB97M-V/def2-TZVPD" charge=-1
C -1.522 -0.585 -3.910
C -1.076 -1.917 -3.402
H -1.265 -0.410 -4.951
H -1.097 0.214 -3.304
H -2.607 -0.492 -3.818
C -0.635 -2.928 -4.154
C -0.488 -2.967 -5.638
H -0.364 -3.849 -3.650
H -0.726 -2.022 -6.118
H -1.139 -3.729 -6.074
H 0.531 -3.240 -5.925
Mg 0.000 0.000 0.000
Cl -0.290 1.878 -1.335
C -0.377 -2.406 1.700
O 0.450 -1.540 1.368
N -0.091 -3.428 2.506
C 1.247 -3.637 3.017
C -1.093 -4.422 2.828
H -1.409 -2.358 1.355
H 1.862 -2.787 2.748
H 1.676 -4.545 2.591
H 1.223 -3.740 4.102
H -2.029 -4.168 2.343
H -1.250 -4.472 3.906
H -0.782 -5.402 2.468
H 0.774 2.927 4.705
H -1.338 4.293 3.985
C 1.100 3.022 3.669
C -0.905 4.303 2.984
N -0.043 3.158 2.790
H 1.657 2.138 3.383
C -0.289 2.270 1.823
O 0.418 1.269 1.618
H -1.711 4.284 2.257
H -1.164 2.479 1.211
H 1.744 3.898 3.586
H -0.345 5.230 2.859
H 1.429 -0.308 -3.744
H 2.357 -2.640 -3.479
C 2.242 0.080 -3.136
C 3.190 -2.188 -2.941
N 2.743 -0.981 -2.280
H 1.857 0.887 -2.526
C 2.584 -0.941 -0.964
O 2.098 0.005 -0.321
H 3.564 -2.900 -2.210
H 2.953 -1.838 -0.448
H 3.045 0.435 -3.782
H 3.986 -1.959 -3.648
O -0.048 -1.267 -1.382
C -1.125 -2.007 -1.882
C 0.075 -4.050 -1.001
C -1.114 -3.424 -1.356
H 0.991 -3.482 -1.072
C 0.084 -5.363 -0.553
H -2.071 -1.555 -1.566
C -2.302 -4.137 -1.226
H 1.023 -5.839 -0.294
C -1.106 -6.070 -0.439
C -2.302 -5.447 -0.770
H -3.237 -3.655 -1.487
H -1.102 -7.095 -0.091
H -3.237 -5.985 -0.675
Si -0.429 6.679 -3.426
Cl -0.720 5.967 -5.382
C 1.392 6.517 -3.045
C -1.467 5.620 -2.291
C -0.981 8.462 -3.398
H 1.719 5.481 -3.111
H 1.608 6.871 -2.036
H 1.994 7.100 -3.739
H -0.403 9.066 -4.096
H -0.855 8.890 -2.403
H -2.031 8.555 -3.670
H -1.170 4.574 -2.346
H -2.522 5.679 -2.551
H -1.359 5.944 -1.256
N -3.226 -0.011 0.666
C -2.093 -0.008 0.431


Number 1: maximum force 3.96 eV/Å, M 1029.8 g mol⁻¹, E_tot -592981.20323 eV. Number 2: maximum force 0.49 eV/Å, M 564.6 g mol⁻¹, E_tot -121153.28035 eV. Number 3: maximum force 1.15 eV/Å, M 820.7 g mol⁻¹, E_tot -81168.33897 eV. Number 4: maximum force 6.90 eV/Å, M 704.0 g mol⁻¹, E_tot -75403.43265 eV. Number 5: maximum force 2.78 eV/Å, M 855.2 g mol⁻¹, E_tot -183587.86598 eV. Number 6: maximum force 2.00 eV/Å, M 574.9 g mol⁻¹, E_tot -78112.06122 eV.